The following is a quantum chemistry calculation of C4H3NO in the gas phase in a non-equilibrium geometry, from the Open Molecules 2025 dataset.

CARTESIAN COORDINATES (ANGSTROEM)
O (1.10368, -1.67755, 0.60019)
C (0.36938, -0.58435, 1.09503)
C (0.08895, 0.40622, 0.06353)
C (-0.07718, 1.23037, -0.79729)
C (-0.75831, 1.85356, -1.81812)
N (-1.71252, 1.85925, -2.47409)
H (0.57872, -2.10350, -0.09036)
H (0.98369, -0.09582, 1.85346)
H (-0.57639, -0.88818, 1.56764)

ΔE to the lowest compared entry with this formula, charge and spin in kcal/mol: 42.1
Frontier orbital gap in eV: 10.874
SMILES: N#CC#CCO
Highest occupied orbital energy in eV: -10.56

Atom charges from the natural (NBO) analysis, given in e for atoms 1 to 6: -0.68 -0.15 0.11 -0.15 0.21 -0.23